(1)
Formula: C27H97BrNO22P
Source: the Open Molecules 2025 dataset
Level of theory: ωB97M-V with the def2-TZVPD basis set

Positions of all 149 atoms, in Å:
C 3.249 -0.751 -2.043
C 2.629 0.555 -1.530
C 1.159 0.401 -1.163
Br 1.063 -0.778 0.405
C 0.450 1.739 -0.902
O -0.719 1.876 -1.666
C -1.868 1.221 -1.122
C -2.527 0.269 -2.152
N -1.962 0.303 -3.497
P -2.599 -1.552 -1.766
C -2.775 -1.599 0.074
O -0.940 -1.881 -1.894
H 2.514 -1.339 -2.601
H 4.082 -0.554 -2.718
H 3.599 -1.372 -1.220
H 2.727 1.327 -2.297
H 3.166 0.842 -0.625
H 0.615 -0.121 -1.949
H 1.114 2.542 -1.224
H 0.255 1.883 0.166
H -1.581 0.687 -0.213
H -2.567 2.001 -0.816
H -3.579 0.546 -2.273
H -0.984 0.043 -3.497
H -2.026 1.232 -3.893
H -3.568 -2.312 0.301
H -1.864 -1.953 0.562
H -3.050 -0.644 0.521
H -0.574 -2.151 -1.040
C 2.192 4.669 -2.883
O 3.564 4.289 -2.820
H 1.985 5.274 -2.004
H 1.979 5.259 -3.777
H 1.535 3.796 -2.874
H 3.764 3.755 -3.595
C 0.200 -2.914 4.326
O -0.005 -2.921 2.917
H 0.015 -3.926 4.679
H 1.225 -2.644 4.588
H -0.491 -2.236 4.836
H 0.196 -2.040 2.584
C 5.657 2.092 -0.484
O 5.516 0.845 0.189
H 5.333 1.948 -1.512
H 5.025 2.859 -0.030
H 6.694 2.438 -0.487
H 5.780 0.976 1.104
C -3.701 4.230 0.728
O -4.154 2.881 0.752
H -3.478 4.480 -0.309
H -4.474 4.904 1.100
H -2.801 4.358 1.331
H -4.387 2.673 1.663
C 0.872 6.006 0.323
O -0.089 5.412 -0.546
H 0.829 7.081 0.163
H 0.648 5.794 1.371
H 1.883 5.652 0.099
H -0.074 4.460 -0.403
C 1.368 -3.086 -4.606
O 0.337 -2.119 -4.511
H 1.684 -3.127 -5.647
H 2.238 -2.832 -3.991
H 1.012 -4.079 -4.315
H 0.031 -2.107 -3.595
C -1.462 6.472 3.359
O -1.914 5.134 3.438
H -1.265 6.666 2.307
H -2.210 7.192 3.706
H -0.537 6.628 3.922
H -2.092 4.896 4.356
C -1.379 -5.721 -3.894
O -0.568 -6.507 -4.749
H -0.743 -5.353 -3.090
H -1.807 -4.857 -4.410
H -2.190 -6.304 -3.444
H -1.113 -6.837 -5.475
C -3.072 1.994 5.091
O -2.325 3.059 5.670
H -2.545 1.700 4.186
H -3.130 1.132 5.758
H -4.084 2.308 4.818
H -2.760 3.335 6.482
C 6.917 -2.669 0.642
O 7.296 -1.488 -0.047
H 7.800 -3.025 1.172
H 6.120 -2.490 1.370
H 6.587 -3.456 -0.044
H 6.518 -1.104 -0.467
C -2.333 -8.925 -7.407
O -1.540 -7.768 -7.180
H -2.824 -9.160 -6.465
H -3.099 -8.750 -8.167
H -1.723 -9.781 -7.703
H -1.080 -7.534 -7.991
C 3.940 -4.084 4.915
O 3.230 -3.446 5.973
H 3.522 -3.701 3.985
H 5.006 -3.853 4.937
H 3.805 -5.169 4.934
H 3.580 -3.762 6.810
C -6.886 -2.153 -3.089
O -5.728 -1.391 -2.749
H -7.478 -2.245 -2.180
H -7.486 -1.644 -3.847
H -6.608 -3.147 -3.443
H -5.171 -1.325 -3.532
C 6.113 -0.766 4.192
O 5.627 -0.335 2.917
H 5.314 -0.606 4.911
H 6.374 -1.825 4.164
H 6.983 -0.188 4.508
H 6.333 -0.495 2.279
C -5.587 -6.327 -3.794
O -5.958 -5.179 -4.541
H -5.519 -6.016 -2.753
H -6.331 -7.125 -3.872
H -4.613 -6.716 -4.102
H -6.015 -5.421 -5.469
C -1.920 8.344 -0.538
O -1.038 9.457 -0.434
H -1.954 7.877 0.443
H -2.933 8.653 -0.813
H -1.556 7.605 -1.255
H -0.986 9.882 -1.295
C 7.626 -5.094 3.706
O 7.358 -3.983 4.551
H 6.858 -5.094 2.934
H 8.603 -5.013 3.223
H 7.575 -6.042 4.247
H 8.026 -3.956 5.243
C -6.109 4.827 4.180
O -5.983 4.116 2.959
H -5.097 5.046 4.517
H -6.643 5.772 4.049
H -6.616 4.237 4.949
H -6.859 3.907 2.622
C 7.445 1.682 7.434
O 7.141 0.323 7.152
H 7.748 2.137 6.494
H 6.576 2.224 7.816
H 8.268 1.778 8.147
H 6.864 -0.104 7.967
C -8.896 1.315 -5.243
O -9.191 0.302 -4.294
H -9.010 0.866 -6.228
H -9.584 2.162 -5.167
H -7.870 1.680 -5.145
H -9.081 0.669 -3.412

Output
Frontier orbital gap ... 0.3032 hartree
Lowest unoccupied orbital energy ... 0.01654 hartree
Charge ... 0


(2)
Formula: C28H14ClIN4O2S4Ti
Source: the Open Molecules 2025 dataset
Level of theory: ωB97M-V with the def2-TZVPD basis set

Positions of all 55 atoms, in Å:
Ti 0.672 -0.291 0.833
N -4.533 -8.890 0.295
C -3.971 -7.888 0.232
C -3.266 -6.632 0.155
C -3.388 -5.837 -0.981
C -2.699 -4.639 -1.050
C -1.889 -4.214 0.002
C -1.784 -5.022 1.136
C -2.462 -6.224 1.218
C -1.141 -2.938 -0.062
C -1.872 -1.723 0.040
C -3.255 -1.558 -0.035
C -3.517 -0.179 0.111
C -2.305 0.438 0.293
N -1.279 -0.478 0.267
C 0.267 -3.037 -0.182
C 1.066 -4.178 -0.229
C 2.405 -3.739 -0.361
C 2.378 -2.372 -0.400
N 1.076 -1.901 -0.284
H -4.014 -6.164 -1.801
H -2.782 -4.018 -1.933
H -1.163 -4.686 1.957
H -2.379 -6.844 2.100
H -3.974 -2.347 -0.173
H -4.481 0.304 0.123
H -2.085 1.471 0.517
H 0.718 -5.196 -0.175
H 3.287 -4.355 -0.435
H 3.191 -1.671 -0.507
Cl 3.196 5.905 -0.816
C 3.014 4.252 -0.294
C 3.892 3.717 0.596
C 3.761 2.376 1.041
I 5.101 1.623 2.417
C 2.735 1.591 0.584
O 2.481 0.352 0.953
C 1.824 2.159 -0.364
N 0.830 1.320 -0.749
C -0.058 1.743 -1.618
C -0.007 3.049 -2.158
C 0.970 3.908 -1.743
C 1.939 3.478 -0.806
H 4.703 4.320 0.980
H -0.847 1.048 -1.878
H -0.760 3.354 -2.869
H 1.010 4.921 -2.121
O -3.910 -0.311 5.681
C -2.932 -0.240 4.981
S -2.391 1.242 4.182
C -1.010 0.551 3.366
C -0.796 -0.763 3.537
S 0.528 -1.657 2.803
S -1.926 -1.632 4.547
S 0.014 1.581 2.386

Output
Frontier orbital gap (alpha / beta) ... 0.1744 / 0.2177 hartree
Lowest unoccupied orbital energy (alpha / beta) ... 0.04639 / 0.04708 hartree
Expectation value of S² ... 0.79
Charge ... -1
Spin multiplicity ... 2


no.,M (g mol⁻¹)
1,898.936
2,776.938